Entry 1:
Below is C30H47CsN7O4S6Te as an isolated structure, with properties calculated with ωB97M-V/def2-TZVPD.

Frontier orbital gap in eV: 5.521
Spin multiplicity: 1
Total charge: -1

XYZ file:
```
96
C30H47CsN7O4S6Te, DFT ωB97M-V/def2-TZVPD
Cs -0.07 -0.05 1.15
C -3.11 2.06 -0.88
O -2.51 2.62 0.25
C -3.38 2.54 1.40
C -2.74 2.93 2.73
O -1.63 2.02 2.97
C -1.63 1.56 4.28
C -2.29 0.24 4.51
O -1.63 -0.81 3.77
C -2.31 -2.04 3.94
H -3.65 1.14 -0.64
H -2.23 1.83 -1.56
H -3.78 2.76 -1.41
H -3.69 1.49 1.54
H -4.28 3.15 1.28
H -3.50 2.79 3.52
H -2.32 3.91 2.88
H -2.10 2.21 5.03
H -0.57 1.39 4.48
H -3.31 0.32 4.24
H -2.27 -0.11 5.55
H -2.32 -2.26 5.02
H -1.71 -2.77 3.42
H -3.28 -1.91 3.40
S 2.24 -0.90 -1.53
C 0.94 -1.54 -2.42
S -0.51 -0.57 -2.56
C 1.11 -2.91 -2.97
C 0.08 -3.65 -3.64
N -0.80 -4.26 -4.09
C 2.35 -3.58 -2.78
N 3.32 -4.26 -2.67
S -4.02 -1.40 0.86
C -3.85 -2.39 -0.49
N -3.45 -1.96 -1.69
C -2.96 -2.99 -2.57
C -3.72 -4.26 -2.20
S -4.13 -4.12 -0.46
H -2.97 -1.09 -1.67
H -1.87 -3.25 -2.46
H -3.08 -2.68 -3.60
H -3.08 -5.15 -2.29
H -4.51 -4.25 -2.90
C 0.17 5.03 1.85
S 1.31 3.55 2.01
C 2.93 4.37 2.23
O 1.28 2.78 0.70
H 0.05 5.35 2.85
H -0.78 4.77 1.32
H 0.68 5.82 1.30
H 2.68 5.12 3.00
H 3.25 4.80 1.30
H 3.64 3.60 2.61
C 3.78 0.79 0.68
N 3.10 -0.30 1.34
C 2.86 -0.36 2.70
S 3.29 0.91 3.72
N 2.15 -1.43 3.09
C 1.66 -1.66 4.44
H 4.45 1.30 1.38
H 3.03 1.47 0.28
H 4.40 0.46 -0.17
H 2.77 -1.05 0.72
H 2.03 -2.13 2.33
H 0.54 -1.69 4.49
H 2.07 -0.81 4.94
H 2.08 -2.54 4.95
C -1.07 -5.99 0.53
N -0.02 -5.03 0.56
C 1.23 -5.10 -0.08
C 1.87 -3.99 0.35
N 1.05 -3.25 1.23
C -0.05 -3.92 1.28
H -2.03 -5.42 0.49
H -1.10 -6.68 1.35
H -1.08 -6.50 -0.46
H 1.57 -5.86 -0.76
H 2.82 -3.67 0.10
H -0.93 -3.72 1.92
C 1.90 5.16 -4.20
Te 1.38 4.81 -2.16
C 1.65 2.75 -2.52
C 1.98 2.66 -4.00
C 2.14 1.37 -4.52
C 2.23 1.20 -5.90
C 2.17 2.32 -6.73
C 2.18 3.63 -6.22
C 2.05 3.82 -4.85
H 2.79 5.81 -4.22
H 1.17 5.72 -4.73
H 0.73 2.22 -2.31
H 2.48 2.42 -1.93
H 1.95 0.46 -3.93
H 2.30 0.23 -6.31
H 2.27 2.21 -7.81
H 2.20 4.39 -6.95
```

Atomic partial charges in e from the Mulliken method, atoms 1 to 6: 0.46 -0.31 -0.08 -0.11 -0.85 0.25

Entry 2:
Below is C21H34AsAuO2P2S2 as an isolated structure, with properties calculated with ωB97M-V/def2-TZVPD.

Frontier orbital gap (spin up / spin down) in eV: 7.616 / 5.478
Spin multiplicity: 2
<S²>: 0.76
Total charge: +1

XYZ file:
```
63
C21H34AsAuO2P2S2, DFT ωB97M-V/def2-TZVPD
Au -0.22 -0.18 0.42
C 2.42 4.69 3.84
C 1.19 4.40 3.02
O 0.99 2.95 3.02
P -0.23 2.24 2.37
S -1.27 0.21 2.68
S -0.13 2.49 0.35
O -1.41 3.17 2.88
C -2.81 3.02 2.54
C -3.56 4.20 3.10
H 2.68 5.75 3.74
H 3.26 4.09 3.50
H 2.24 4.47 4.89
H 1.31 4.72 1.98
H 0.30 4.87 3.43
H -3.18 2.08 2.96
H -2.90 2.96 1.46
H -3.50 4.22 4.19
H -4.60 4.14 2.80
H -3.14 5.14 2.72
C 2.96 -1.35 -0.34
As 2.11 -0.42 1.13
C 3.35 1.03 1.43
C 2.46 -1.66 2.61
C 1.77 -2.97 2.32
C 0.40 -3.11 2.56
C -0.24 -4.30 2.25
C 0.47 -5.36 1.71
C 1.83 -5.22 1.46
C 2.47 -4.03 1.77
H 3.99 -1.59 -0.09
H 2.95 -0.71 -1.22
H 2.42 -2.27 -0.56
H 4.31 0.60 1.69
H 3.00 1.68 2.23
H 3.44 1.62 0.51
H 2.10 -1.21 3.53
H 3.54 -1.79 2.67
H -0.14 -2.29 3.01
H -1.30 -4.41 2.46
H -0.03 -6.30 1.50
H 2.39 -6.05 1.04
H 3.54 -3.94 1.58
C -2.52 -2.27 -0.93
P -2.26 -0.49 -0.67
C -2.26 0.21 -2.34
C -3.76 0.11 0.13
C -4.25 -0.58 1.24
C -5.41 -0.15 1.86
C -6.08 0.97 1.39
C -5.58 1.67 0.31
C -4.41 1.25 -0.32
H -2.37 -2.80 0.01
H -1.77 -2.62 -1.64
H -3.52 -2.47 -1.32
H -3.21 0.04 -2.84
H -1.46 -0.27 -2.91
H -2.04 1.28 -2.29
H -3.73 -1.45 1.61
H -5.79 -0.69 2.72
H -7.00 1.29 1.87
H -6.10 2.55 -0.06
H -4.03 1.81 -1.16
```

Atomic partial charges in e from the Mulliken method, atoms 1 to 6: 0.39 -1.19 -0.18 -0.12 0.46 -0.46

Entry 3:
Below is a 2-piece molecular cluster, FHN2O overall, with properties calculated with ωB97M-V/def2-TZVPD.

Frontier orbital gap in eV: 13.150
Spin multiplicity: 1
Total charge: 0

XYZ file:
```
5
FHN2O, DFT ωB97M-V/def2-TZVPD
N -1.12 0.66 0.97
N -0.31 0.05 1.42
O -1.98 1.31 0.56
F 1.60 -0.58 -1.47
H 1.81 -1.44 -1.49
```

Population analysis type Mulliken, resulting atomic charges in e: 0.80 -0.28 -0.52 -0.38 0.38

Entry 4:
Below is a 3-piece molecular cluster, C4H16N2O2 overall, with properties calculated with ωB97M-V/def2-TZVPD.

Frontier orbital gap in eV: 11.820
Spin multiplicity: 1
Total charge: +2

XYZ file:
```
24
C4H16N2O2, DFT ωB97M-V/def2-TZVPD
C -2.04 -0.42 -1.26
C -0.98 0.44 -1.94
C 0.14 0.80 -1.00
C 1.22 1.50 -1.28
N 2.15 1.77 -0.17
N -1.53 -1.79 -0.93
H -2.36 0.06 -0.34
H -2.93 -0.54 -1.87
H -0.55 -0.05 -2.82
H -1.44 1.32 -2.36
H 0.06 0.44 0.02
H 1.46 1.86 -2.27
H 3.12 1.65 -0.46
H 2.06 2.72 0.20
H 2.00 1.06 0.57
H -1.21 -2.27 -1.78
H -0.71 -1.77 -0.29
H -2.25 -2.36 -0.49
H 0.59 0.14 4.75
H -0.47 -0.87 4.19
O 0.44 -0.58 4.13
H 0.80 -0.63 2.44
H 1.45 -1.65 1.53
O 0.96 -0.82 1.47
```

Atomic partial charges in e from the Mulliken method, atoms 1 to 6: -0.75 -0.71 -0.12 -0.28 -0.17 -0.23

Entry 5:
Below is a 2-piece molecular cluster, C4H12N2O2S overall, with properties calculated with ωB97M-V/def2-TZVPD.

Frontier orbital gap (spin up / spin down) in eV: 8.770 / 7.086
Spin multiplicity: 1
Total charge: 0

XYZ file:
```
21
C4H12N2O2S, DFT ωB97M-V/def2-TZVPD
C 1.02 1.18 -1.51
C -0.01 -2.13 0.30
C -2.15 0.60 -0.08
C 0.68 0.11 1.09
N 1.65 0.90 1.75
N 0.90 -1.22 0.96
O -1.61 -0.55 2.22
O -0.85 1.88 1.84
S -1.04 0.53 1.40
H 2.13 1.38 -1.48
H 0.75 0.07 -1.76
H 0.39 2.00 -1.49
H -0.97 -2.01 0.85
H -0.14 -2.00 -0.80
H 0.31 -3.21 0.53
H -2.06 -0.43 -0.52
H -3.12 0.64 0.37
H -1.94 1.57 -0.50
H 2.22 0.30 2.37
H 1.21 1.68 2.32
H 1.66 -1.50 1.56
```

Atomic partial charges in e from the Mulliken method, atoms 1 to 6: -0.84 -0.85 -0.97 0.10 -0.54 -0.09

Entry 6:
Below is C24H25As2N3O4PtS as an isolated structure, with properties calculated with ωB97M-V/def2-TZVPD.

Frontier orbital gap in eV: 5.752
Spin multiplicity: 1
Total charge: +2

XYZ file:
```
60
C24H25As2N3O4PtS, DFT ωB97M-V/def2-TZVPD
Pt 0.35 0.02 -0.13
O 0.08 -3.37 2.05
C 0.20 -2.25 1.70
O -0.22 -1.84 0.47
C 0.79 -1.13 2.51
C 1.22 -1.20 3.82
C 1.73 -0.06 4.42
C 1.79 1.14 3.70
C 1.34 1.13 2.40
N 0.87 0.02 1.84
C 1.35 2.27 1.43
O 1.79 3.36 1.62
O 0.78 1.94 0.25
H 1.15 -2.15 4.33
H 2.08 -0.09 5.44
H 2.16 2.06 4.13
C -2.67 1.56 -2.45
As -0.82 1.58 -1.86
C -0.47 3.46 -1.72
C 0.04 0.89 -3.46
C 0.45 1.66 -4.53
C 1.06 1.05 -5.62
C 1.25 -0.33 -5.64
C 0.81 -1.11 -4.58
C 0.20 -0.49 -3.50
As -0.37 -1.44 -1.93
C -2.27 -1.66 -1.82
C 0.24 -3.24 -2.08
H -2.73 2.39 -3.17
H -3.36 1.75 -1.63
H -2.91 0.63 -2.95
H -0.28 3.82 -2.73
H 0.37 3.68 -1.06
H -1.37 3.92 -1.32
H 0.32 2.74 -4.54
H 1.41 1.65 -6.45
H 1.73 -0.80 -6.49
H 0.94 -2.18 -4.61
H -2.62 -1.98 -2.80
H -2.78 -0.77 -1.49
H -2.46 -2.45 -1.09
H -0.32 -3.64 -2.93
H -0.03 -3.77 -1.17
H 1.31 -3.30 -2.25
N 2.87 2.17 -1.78
C 3.20 0.86 -1.81
N 2.64 -0.07 -1.07
C 3.24 -1.31 -1.33
C 2.99 -2.49 -0.65
C 3.70 -3.63 -0.99
C 4.65 -3.61 -2.01
C 4.92 -2.44 -2.69
C 4.22 -1.30 -2.33
S 4.42 0.33 -2.93
H 2.33 2.50 -1.00
H 3.46 2.83 -2.25
H 2.26 -2.53 0.15
H 3.52 -4.56 -0.45
H 5.20 -4.51 -2.26
H 5.68 -2.41 -3.47
```

Atomic partial charges in e from the Mulliken method, atoms 1 to 6: 2.37 -0.54 -0.31 -0.74 0.94 -0.61

Entry 7:
Below is one molecule with the formula C5H6O2, with properties calculated with ωB97M-V/def2-TZVPD.

Frontier orbital gap in eV: 10.347
Spin multiplicity: 1
Total charge: 0

XYZ file:
```
13
C5H6O2, DFT ωB97M-V/def2-TZVPD
O 2.10 0.53 -1.29
C 1.60 0.18 -0.02
C 0.10 -0.08 -0.05
C -0.67 -0.71 0.79
C -1.67 -1.18 1.49
C -0.73 0.63 -1.07
O -0.42 1.69 -1.56
H 1.62 1.32 -1.57
H 1.83 0.96 0.72
H 2.13 -0.73 0.28
H -2.18 -0.55 2.21
H -2.03 -2.20 1.36
H -1.68 0.13 -1.31
```

Atomic partial charges in e from the Mulliken method, atoms 1 to 6: -0.54 -0.41 0.52 0.11 -0.84 -0.07

Entry 8:
Below is a 10-piece molecular cluster, C10H30N10O20 overall, with properties calculated with ωB97M-V/def2-TZVPD.

Frontier orbital gap (spin up / spin down) in eV: 3.637 / 7.137
Spin multiplicity: 2
<S²>: 0.75
Total charge: -1

XYZ file:
```
70
C10H30N10O20, DFT ωB97M-V/def2-TZVPD
C -2.90 -8.17 -22.76
N -2.45 -6.98 -23.59
O -3.32 -6.31 -24.09
O -1.23 -6.75 -23.70
H -2.96 -7.99 -21.68
H -2.12 -8.93 -22.87
H -3.85 -8.58 -23.09
C -7.08 -9.68 -15.68
N -6.71 -9.63 -14.23
O -5.61 -9.97 -13.93
O -7.56 -9.27 -13.40
H -6.71 -10.63 -16.06
H -6.58 -8.80 -16.07
H -8.17 -9.61 -15.61
C -4.64 -4.77 -17.27
N -4.21 -6.06 -16.64
O -3.50 -5.97 -15.65
O -4.65 -7.08 -17.14
H -5.66 -4.60 -16.93
H -4.46 -4.80 -18.34
H -4.07 -4.00 -16.75
C -4.88 -15.06 -18.04
N -5.14 -16.24 -17.18
O -5.93 -16.20 -16.20
O -4.49 -17.26 -17.42
H -5.55 -14.28 -17.66
H -5.11 -15.13 -19.10
H -3.87 -14.78 -17.76
C -5.27 -12.91 -22.12
N -4.63 -11.65 -22.62
O -5.04 -10.62 -22.08
O -3.77 -11.60 -23.49
H -6.30 -12.95 -22.48
H -5.26 -13.00 -21.04
H -4.68 -13.77 -22.46
C -7.66 -7.54 -19.42
N -6.40 -6.97 -20.00
O -5.52 -7.64 -20.61
O -6.27 -5.76 -19.77
H -8.48 -6.86 -19.70
H -7.42 -7.64 -18.36
H -7.82 -8.54 -19.82
C -3.45 -10.08 -18.86
N -4.76 -10.66 -18.63
O -5.74 -9.87 -18.65
O -4.83 -11.91 -18.50
H -2.77 -10.72 -18.30
H -3.37 -9.04 -18.55
H -3.24 -10.25 -19.92
C -0.08 -13.51 -19.87
N -0.81 -12.27 -20.31
O -2.02 -12.43 -20.26
O -0.15 -11.26 -20.52
H 0.99 -13.36 -20.02
H -0.47 -14.45 -20.27
H -0.26 -13.53 -18.80
C -0.48 -5.66 -17.55
N -1.00 -6.53 -18.65
O -1.63 -6.00 -19.55
O -0.83 -7.74 -18.61
H 0.33 -6.26 -17.15
H -1.24 -5.57 -16.76
H 0.06 -4.79 -17.90
C -4.41 -12.78 -14.96
N -3.21 -12.45 -15.78
O -2.57 -13.42 -16.16
O -2.96 -11.30 -15.97
H -5.24 -12.36 -15.52
H -4.32 -12.50 -13.91
H -4.52 -13.86 -15.03
```

Atomic partial charges in e from the Mulliken method, atoms 1 to 6: -0.63 0.94 -0.55 -0.58 0.27 0.28

Number 1: molecular weight 1022.658 g mol⁻¹. Number 2: molecular weight 716.472 g mol⁻¹. Number 3: molecular weight 64.019 g mol⁻¹. Number 4: molecular weight 124.184 g mol⁻¹. Number 5: molecular weight 152.219 g mol⁻¹. Number 6: molecular weight 796.470 g mol⁻¹. Number 7: molecular weight 98.101 g mol⁻¹. Number 8: molecular weight 610.400 g mol⁻¹.